# 1
63
Properties=species:S:1:pos:R:3 method="wB97M-V/def2-TZVPD" s_squared=0.7744 relative_energy_kcal_mol=26.63 e_homo_ev="-10.3 / -10.2" gap_ev="5.304 / 5.458" multiplicity=2 total_charge=+1
Re -0.10 0.29 0.56
C -4.52 -2.52 -0.64
C -3.18 -2.93 -0.13
N -2.80 -4.12 0.21
N -1.50 -3.95 0.61
C -1.05 -2.71 0.52
S 0.49 -2.08 0.90
N -2.12 -2.05 0.04
N -2.09 -0.66 -0.19
H -5.19 -3.37 -0.58
H -4.46 -2.20 -1.68
H -4.92 -1.70 -0.04
H -0.97 -4.75 0.92
H -2.46 -0.47 -1.11
H -2.66 -0.19 0.55
S 2.30 4.34 -0.81
Sb 1.34 3.49 1.02
S -0.83 2.41 0.35
S 1.88 1.09 1.40
S 0.99 4.47 3.00
C 0.28 -1.35 -2.58
P 0.95 0.09 -1.65
C 0.64 1.42 -2.85
C 1.64 1.90 -3.69
C 1.34 2.88 -4.63
C 0.05 3.37 -4.74
C -0.96 2.88 -3.92
C -0.66 1.91 -2.97
C 2.73 -0.23 -1.56
C 3.18 -1.55 -1.52
C 4.53 -1.81 -1.39
C 5.44 -0.77 -1.29
C 4.99 0.55 -1.31
C 3.64 0.82 -1.43
H 0.96 -1.58 -3.41
H -0.68 -1.06 -3.00
H 0.17 -2.23 -1.95
H 2.64 1.52 -3.63
H 2.12 3.26 -5.27
H -0.18 4.14 -5.47
H -1.97 3.26 -4.00
H -1.44 1.55 -2.32
H 2.48 -2.37 -1.59
H 4.88 -2.84 -1.35
H 6.50 -0.97 -1.21
H 5.69 1.37 -1.22
H 3.29 1.85 -1.40
C 0.18 1.36 4.64
C -1.13 1.51 3.87
S -1.41 0.21 2.67
O -2.85 0.29 2.23
C -1.31 -1.24 3.74
C -2.45 -1.27 4.75
H 0.49 2.35 4.99
H 1.00 1.00 4.01
H 0.07 0.70 5.50
H -1.15 2.43 3.28
H -2.01 1.46 4.50
H -0.32 -1.22 4.20
H -1.34 -2.09 3.06
H -2.21 -0.68 5.64
H -2.62 -2.30 5.06
H -3.37 -0.89 4.32

# 2
59
Properties=species:S:1:pos:R:3 method="wB97M-V/def2-TZVPD" e_homo_ev=-5.3 gap_ev=6.900 total_charge=-1
C 4.03 -3.35 -1.82
C 2.85 -2.84 -1.25
C 1.56 -2.08 -0.58
Al -0.25 -2.95 -1.01
C -1.67 -2.09 0.25
C -1.87 -0.47 0.00
C -0.71 0.45 0.76
C 0.10 1.44 -0.27
N 1.26 2.20 0.34
C 1.23 2.20 1.86
C 2.60 1.81 -0.23
C 3.57 0.59 0.28
O 3.06 2.57 -1.25
C -0.87 -2.74 -2.96
C -0.61 -1.25 -3.60
C 0.71 -1.13 -4.57
F 1.18 0.25 -4.91
C 1.47 -2.26 -5.18
F 0.89 -2.97 -6.37
F 2.78 -2.71 -4.66
C -0.22 -4.98 -0.50
C 1.08 -5.75 -1.18
O 1.21 -5.82 -2.53
Cl 2.36 -6.46 -0.02
H 5.04 -3.55 -2.41
H 1.57 -0.96 -0.93
H 1.70 -2.09 0.60
H -1.24 -2.19 1.35
H -2.69 -2.70 0.17
H -2.93 -0.21 0.48
H -1.98 -0.19 -1.15
H 0.00 -0.30 1.33
H -1.33 1.15 1.50
H 0.46 0.89 -1.25
H -0.68 2.26 -0.64
H 2.10 2.94 2.22
H 1.47 1.17 2.36
H 0.20 2.67 2.18
H 3.16 -0.03 1.18
H 4.63 1.00 0.61
H 3.79 -0.19 -0.60
H -2.05 -2.89 -2.94
H -0.45 -3.59 -3.66
H -0.58 -0.39 -2.81
H -1.56 -1.02 -4.29
H -1.23 -5.42 -0.90
H -0.20 -5.05 0.67
C -2.82 4.05 5.10
C -2.47 5.32 4.34
C -3.07 5.37 2.94
C -2.51 4.35 2.04
N -2.06 3.54 1.34
H -2.41 3.16 4.61
H -2.41 4.09 6.11
H -3.91 3.93 5.17
H -1.37 5.42 4.28
H -2.83 6.18 4.91
H -2.88 6.36 2.51
H -4.16 5.26 2.99

# 3
78
Properties=species:S:1:pos:R:3 method="wB97M-V/def2-TZVPD" e_homo_ev=-13.8 gap_ev=5.596 total_charge=+2
Ca 15.33 15.55 5.64
Ca 16.31 13.39 9.11
As 14.50 11.64 6.04
F 12.73 11.89 6.52
F 14.99 12.46 7.56
F 16.16 11.51 5.55
F 14.06 10.88 4.46
F 14.46 13.36 5.40
F 14.44 10.07 6.87
N 13.43 15.40 8.44
O 14.41 14.87 9.02
O 13.54 15.62 7.23
O 12.36 15.52 8.99
C 18.77 17.18 13.16
C 17.71 17.87 12.29
C 18.28 18.46 11.01
O 18.11 17.39 10.07
C 17.30 16.48 10.57
O 16.98 15.43 9.98
O 16.96 16.78 11.82
H 19.42 17.93 13.61
H 19.35 16.46 12.58
H 18.23 16.63 13.93
H 17.07 18.59 12.80
H 19.31 18.77 11.19
H 17.65 19.30 10.71
C 10.99 16.07 13.09
C 11.28 17.01 11.95
C 10.20 17.12 10.98
O 9.50 18.24 11.38
C 10.28 19.05 12.10
O 10.06 20.26 12.42
O 11.33 18.29 12.53
H 11.87 15.98 13.73
H 10.91 15.05 12.71
H 10.17 16.34 13.76
H 12.18 16.80 11.38
H 9.65 16.19 10.89
H 10.51 17.38 9.97
C 14.36 19.01 11.36
C 13.99 18.99 9.82
C 14.31 20.22 8.99
O 15.03 19.73 7.85
C 15.24 18.41 7.92
O 15.68 17.65 7.08
O 14.87 18.04 9.19
H 15.19 19.70 11.51
H 14.70 18.03 11.72
H 13.56 19.35 12.01
H 12.92 18.80 9.78
H 15.00 20.88 9.52
H 13.37 20.68 8.70
C 10.22 13.98 6.60
C 10.35 14.44 5.14
C 10.80 13.30 4.29
O 9.69 12.96 3.48
C 8.64 13.79 3.70
O 7.48 13.59 3.29
O 8.96 14.68 4.65
H 9.67 13.04 6.68
H 9.62 14.66 7.20
H 11.17 13.76 7.08
H 10.93 15.34 4.94
H 11.05 12.44 4.91
H 11.71 13.54 3.74
C 10.78 10.30 11.37
C 11.48 11.27 10.42
C 11.35 12.71 10.73
O 12.66 13.10 10.89
C 13.53 12.16 10.62
O 14.76 12.32 10.55
O 12.82 11.02 10.39
H 10.81 9.26 11.05
H 9.69 10.39 11.43
H 11.20 10.44 12.36
H 11.14 11.12 9.40
H 10.76 13.04 11.59
H 10.92 13.38 9.98

# 4
76
Properties=species:S:1:pos:R:3 method="wB97M-V/def2-TZVPD" e_homo_ev=-10.1 gap_ev=9.141
O -2.54 14.04 -18.36
C -3.30 13.50 -17.55
O -3.05 13.51 -16.21
C -4.06 12.82 -15.53
C -4.53 11.81 -16.57
C -4.45 12.57 -17.91
H -4.97 13.33 -15.22
H -3.68 12.24 -14.69
H -5.52 11.42 -16.30
H -3.96 10.89 -16.48
H -5.34 13.12 -18.21
H -4.13 11.95 -18.74
O -0.95 9.07 -13.77
C -0.50 10.19 -14.10
O -1.33 11.16 -14.54
C -0.63 12.32 -14.91
C 0.70 12.16 -14.27
C 0.95 10.67 -14.01
H -1.11 13.26 -14.65
H -0.49 12.29 -15.99
H 0.76 12.70 -13.33
H 1.38 12.62 -14.99
H 1.42 10.40 -13.07
H 1.48 10.12 -14.78
O 0.32 15.54 -14.35
C -0.67 16.02 -14.87
O -1.72 16.40 -14.16
C -2.67 17.02 -14.99
C -2.09 17.41 -16.32
C -0.92 16.36 -16.39
H -3.03 17.88 -14.44
H -3.48 16.33 -15.23
H -1.57 18.36 -16.42
H -2.84 17.47 -17.11
H -0.04 16.83 -16.83
H -1.14 15.50 -17.02
C -7.67 15.21 -16.92
Cl -7.71 14.55 -18.58
Cl -6.03 15.67 -16.51
H -8.31 16.09 -16.96
H -8.11 14.52 -16.20
C -9.80 11.32 -15.79
Cl -10.14 12.62 -16.89
Cl -8.12 11.18 -15.27
H -10.50 11.46 -14.96
H -10.12 10.40 -16.27
C -4.82 9.28 -12.72
Cl -5.44 10.92 -12.89
Cl -6.07 8.08 -12.37
H -4.37 9.00 -13.67
H -4.03 9.15 -11.98
C 0.86 14.16 -19.13
Cl 1.53 15.63 -19.90
Cl 1.21 14.01 -17.41
H -0.23 14.14 -19.26
H 1.25 13.27 -19.61
C -8.56 14.14 -12.21
Br -8.55 15.65 -10.87
Br -6.72 13.88 -12.88
Br -9.99 14.18 -13.60
H -8.71 13.35 -11.48
C -3.49 6.61 -15.98
Br -2.66 6.08 -14.29
Br -2.72 8.22 -16.66
Br -5.48 6.64 -15.94
H -3.17 5.88 -16.72
C -2.74 16.69 -20.49
Br -2.21 15.23 -21.66
Br -4.16 17.83 -21.21
Br -1.22 17.74 -19.89
H -3.19 16.23 -19.61
C -6.71 11.73 -21.21
Br -8.58 12.09 -20.74
Br -5.65 13.42 -21.17
Br -6.54 10.73 -22.92
H -6.24 11.15 -20.40

# 5
59
Properties=species:S:1:pos:R:3 method="wB97M-V/def2-TZVPD" e_homo_ev=-10.2 gap_ev=6.996 total_charge=+1
C 0.40 1.77 -0.02
C -1.04 1.23 0.42
O -1.86 2.08 0.90
N -1.54 -0.16 0.29
C -1.87 -0.53 -1.13
C -0.70 -1.14 0.96
N 0.63 -1.08 1.49
C 1.09 -2.34 2.09
C 2.53 -2.54 2.76
C 3.36 -3.79 2.18
C 4.57 -4.06 3.25
I 4.20 -3.38 0.18
C -0.08 -3.32 1.94
Br -0.15 -5.19 2.54
N -1.09 -2.50 1.25
C -2.40 -3.13 0.91
C -3.65 -2.58 1.76
C -3.27 -2.01 3.22
S -3.64 -0.16 3.28
H 1.06 0.86 -0.29
H 0.84 2.33 0.89
H 0.33 2.51 -0.89
H -1.91 0.47 -1.72
H -2.96 -0.91 -1.13
H -1.15 -1.27 -1.61
H 1.24 -0.25 1.50
H 3.11 -1.55 2.65
H 2.36 -2.74 3.88
H 2.78 -4.76 2.12
H 4.34 -3.60 4.27
H 4.72 -5.19 3.41
H 5.53 -3.54 2.87
H -2.61 -2.92 -0.21
H -2.39 -4.27 1.01
H -4.41 -3.45 1.87
H -4.13 -1.72 1.17
H -2.22 -2.26 3.58
H -4.00 -2.48 3.98
H -3.98 0.29 2.01
N -2.72 3.35 -2.88
C -2.50 4.41 -3.72
C -2.07 5.47 -2.96
C -2.02 5.04 -1.61
C -2.42 3.72 -1.59
H -3.05 2.45 -3.16
H -2.68 4.32 -4.78
H -1.81 6.45 -3.34
H -1.71 5.62 -0.75
H -2.53 3.03 -0.77
N 3.96 3.14 -3.30
C 4.15 1.87 -2.82
C 2.94 1.22 -2.86
C 1.99 2.12 -3.39
C 2.65 3.30 -3.66
H 4.67 3.85 -3.38
H 5.12 1.55 -2.49
H 2.77 0.20 -2.55
H 0.94 1.93 -3.57
H 2.30 4.23 -4.06

# 6
68
Properties=species:S:1:pos:R:3 method="wB97M-V/def2-TZVPD" relative_energy_kcal_mol=76.24 e_homo_ev=-0.3 gap_ev=3.522 total_charge=-2
Ca 1.03 0.10 -1.61
C -0.68 -1.21 -5.34
C -0.61 0.18 -4.71
O 0.33 0.56 -3.93
O -1.59 0.90 -4.77
H 0.32 -1.64 -5.34
H -0.98 -1.05 -6.38
H -1.30 -2.00 -4.92
C 1.91 4.85 -0.86
C 1.85 3.90 -2.12
O 0.97 2.97 -2.24
O 2.62 4.12 -3.10
H 2.42 4.41 0.00
H 0.86 4.98 -0.58
H 2.25 5.87 -0.99
C 5.13 -0.42 -3.03
C 3.76 0.02 -2.43
O 3.15 1.01 -2.88
O 3.23 -0.87 -1.79
H 5.02 -0.78 -4.06
H 5.57 -1.16 -2.37
H 5.76 0.45 -2.83
C -3.51 0.93 -0.75
C -2.26 1.39 -1.50
O -2.34 2.37 -2.24
O -1.17 0.85 -1.39
H -4.38 1.54 -0.96
H -3.44 1.10 0.32
H -3.62 -0.12 -1.03
C -1.44 -5.78 1.18
C -1.11 -5.31 -0.19
C -2.14 -5.00 -1.29
O -1.81 -3.83 -1.93
C -0.69 -3.35 -1.42
O -0.10 -2.44 -1.93
O -0.34 -4.07 -0.28
H -2.15 -5.17 1.75
H -0.57 -5.90 1.83
H -1.97 -6.72 1.05
H -0.39 -6.06 -0.51
H -3.18 -4.96 -0.94
H -2.05 -5.82 -2.00
C 1.60 4.79 3.11
C 0.98 3.45 2.98
C -0.09 3.37 1.95
O 0.44 2.42 1.03
C 1.63 2.00 1.45
O 2.31 1.24 0.82
O 2.05 2.67 2.50
H 0.85 5.51 3.43
H 1.72 5.12 2.08
H 2.46 4.69 3.77
H 0.39 3.25 3.88
H -0.51 4.29 1.55
H -1.02 2.97 2.36
C -2.56 -1.64 4.55
C -1.52 -0.78 3.87
C 0.00 -0.92 4.09
O 0.55 -0.95 2.85
C -0.36 -1.04 1.89
O -0.20 -0.90 0.69
O -1.60 -1.06 2.54
H -2.39 -2.62 4.10
H -3.57 -1.41 4.22
H -2.46 -1.67 5.63
H -1.58 0.31 3.95
H 0.14 -1.90 4.55
H 0.42 -0.07 4.62

# 7
73
Properties=species:S:1:pos:R:3 method="wB97M-V/def2-TZVPD" e_homo_ev=-2.5 gap_ev=4.394 total_charge=-1
N -2.49 0.31 0.11
C -3.06 -0.04 -1.21
C -4.43 0.59 -1.56
C -5.28 1.11 -0.41
C -5.97 -0.04 0.38
N -5.23 -1.28 0.47
Cl -5.81 -2.38 -0.82
H -1.58 0.74 -0.01
H -2.32 -0.56 0.61
H -2.33 0.22 -1.99
H -3.20 -1.12 -1.25
H -4.30 1.38 -2.31
H -5.01 -0.21 -2.04
H -4.66 1.69 0.29
H -6.02 1.80 -0.82
H -6.11 0.32 1.42
H -6.98 -0.17 -0.03
C 3.83 1.19 2.65
C 2.80 0.30 1.99
O 1.94 1.05 1.10
C 2.41 1.31 -0.10
O 3.48 1.00 -0.56
C 1.34 2.07 -0.92
F 0.81 3.07 -0.21
F 0.37 1.21 -1.24
F 1.87 2.56 -2.03
H 3.34 2.01 3.18
H 4.40 0.61 3.37
H 4.51 1.61 1.91
H 2.11 -0.13 2.72
H 3.26 -0.51 1.42
C 5.87 1.74 -2.96
C 6.98 2.68 -3.36
O 7.67 3.21 -2.19
C 8.59 2.44 -1.65
O 8.96 1.36 -2.01
C 9.20 3.15 -0.42
F 8.27 3.68 0.37
F 10.00 4.14 -0.84
F 9.93 2.30 0.29
H 5.17 2.23 -2.29
H 5.33 1.42 -3.85
H 6.26 0.85 -2.47
H 6.60 3.57 -3.86
H 7.72 2.20 -4.00
C -3.91 -0.55 3.44
C -2.82 0.50 3.48
O -2.79 1.17 4.79
C -2.16 0.56 5.76
O -1.53 -0.46 5.74
C -2.27 1.42 7.05
F -3.51 1.84 7.28
F -1.48 2.50 6.95
F -1.87 0.72 8.11
H -4.87 -0.09 3.69
H -4.01 -0.97 2.44
H -3.70 -1.35 4.15
H -3.00 1.30 2.77
H -1.83 0.07 3.29
C -3.94 -4.95 -2.44
C -2.50 -5.23 -2.09
O -1.61 -4.93 -3.20
C -1.21 -3.68 -3.33
O -1.43 -2.74 -2.62
C -0.31 -3.57 -4.58
F -0.84 -4.18 -5.64
F 0.88 -4.14 -4.33
F -0.10 -2.30 -4.90
H -4.22 -5.50 -3.34
H -4.58 -5.28 -1.61
H -4.13 -3.89 -2.58
H -2.32 -6.29 -1.91
H -2.18 -4.66 -1.21